(1)
Density functional theory data (wB97M-V/def2-TZVPD) for C38H39MnN2P as an isolated structure at a distorted geometry.

Element x y z (Å)
Mn (-0.42946, -0.22935, -0.16147)
C (6.33234, 1.50225, -0.66417)
C (5.80944, 0.66055, -1.64187)
C (4.50404, 0.17145, -1.52557)
C (3.69914, 0.51545, -0.42977)
C (4.24564, 1.37015, 0.54453)
C (5.54974, 1.85935, 0.42913)
P (1.99964, -0.09745, -0.16147)
C (1.73314, -1.35135, -1.45357)
C (2.41904, -2.57585, -1.33027)
C (2.24624, -3.60495, -2.25957)
C (1.37244, -3.43405, -3.32767)
C (0.66974, -2.23965, -3.45887)
C (0.84274, -1.21055, -2.52577)
C (0.94214, 1.44855, -0.76587)
C (1.42174, 2.19465, -1.85717)
C (0.71944, 3.31115, -2.32697)
C (-0.47406, 3.71115, -1.72267)
C (-0.98486, 3.00075, -0.63967)
C (-0.29756, 1.88985, -0.16147)
H (7.34794, 1.87825, -0.75407)
H (6.41714, 0.37925, -2.49817)
H (4.13334, -0.47825, -2.31417)
H (3.65744, 1.66295, 1.41283)
H (5.95164, 2.51565, 1.19643)
H (3.10254, -2.74135, -0.49817)
H (2.78964, -4.53865, -2.14187)
H (1.23124, -4.23335, -4.05007)
H (-0.02496, -2.10715, -4.28467)
H (0.25564, -0.30645, -2.65787)
H (2.34194, 1.91945, -2.36527)
H (1.11084, 3.87335, -3.17197)
H (-1.00546, 4.58185, -2.09907)
H (-1.91136, 3.30645, -0.16407)
C (-4.45306, 1.67285, -0.84307)
C (-4.30856, 0.34615, -1.53527)
C (-5.20836, -0.00075, -2.55347)
C (-5.08366, -1.21585, -3.22287)
C (-4.05626, -2.09475, -2.88727)
C (-3.14896, -1.77385, -1.86717)
C (-2.03346, -2.72445, -1.53217)
C (-3.29416, -0.56155, -1.16407)
N (-2.39156, -0.22935, -0.14117)
C (-2.69166, -0.49535, 1.09043)
C (-3.92336, -1.18355, 1.60783)
C (-1.68876, -0.01095, 2.10733)
C (-2.22576, 0.62625, 3.35793)
N (-0.44976, -0.22935, 1.79913)
C (0.56364, 0.11425, 2.70833)
C (0.96184, -0.80045, 3.70593)
C (0.30794, -2.14835, 3.83033)
C (1.96814, -0.43885, 4.61353)
C (2.60164, 0.79715, 4.51103)
C (2.24034, 1.68425, 3.49903)
C (1.23044, 1.34905, 2.58563)
C (0.86734, 2.30935, 1.48703)
H (-5.10186, 2.34885, -1.41037)
H (-3.48226, 2.16975, -0.74617)
H (-4.89136, 1.53555, 0.15003)
H (-6.00446, 0.68225, -2.83997)
H (-5.77876, -1.47125, -4.01887)
H (-3.96016, -3.03055, -3.43347)
H (-2.00226, -3.56665, -2.23177)
H (-2.17086, -3.13125, -0.52547)
H (-1.06606, -2.21525, -1.59147)
H (-4.31486, -1.90355, 0.88633)
H (-4.69246, -0.43705, 1.82283)
H (-3.68806, -1.72895, 2.52623)
H (-3.15966, 1.15115, 3.13773)
H (-1.52556, 1.35545, 3.77063)
H (-2.41896, -0.14805, 4.10493)
H (0.18734, -2.61765, 2.84833)
H (-0.67166, -2.05015, 4.30773)
H (0.91584, -2.82985, 4.43513)
H (2.27364, -1.12705, 5.39823)
H (3.38884, 1.06415, 5.21153)
H (2.75864, 2.63705, 3.41993)
H (1.53944, 3.17395, 1.47323)
H (-0.15226, 2.68095, 1.62913)
H (0.94514, 1.82015, 0.51053)
H (-0.42946, -1.95805, -0.16147)

Forces on the atoms, in the same order (eV/Å):
Mn 0.67 -0.29 -0.95
C -0.08 -0.06 -0.05
C -0.26 -0.01 0.22
C 0.08 0.04 -0.09
C 0.64 0.36 -0.09
C 0.12 0.02 0.00
C -0.37 -0.17 -0.11
P 0.61 0.72 -0.24
C 0.26 -0.36 -0.96
C 0.04 -0.10 -0.08
C -0.03 0.46 0.37
C -0.19 0.20 -0.11
C 0.17 -0.06 0.19
C 0.28 -0.26 -0.42
C 0.02 -1.00 -6.41
C -0.38 -0.18 -0.10
C 0.09 0.14 0.03
C 0.47 -0.09 0.01
C 0.18 -0.07 0.01
C -1.43 -2.84 -3.67
H -0.16 -0.06 0.01
H -0.14 0.03 0.13
H -0.08 0.04 0.17
H 0.10 -0.17 -0.20
H -0.10 -0.11 -0.11
H -0.11 0.12 -0.11
H -0.06 0.18 0.01
H 0.03 0.14 0.09
H 0.10 0.02 0.15
H 0.19 0.14 -0.09
H 0.00 -0.03 0.17
H -0.05 -0.12 0.19
H 0.03 -0.17 0.00
H 0.10 0.01 -0.03
C 0.10 0.16 -0.03
C -0.15 -0.13 -0.08
C 0.47 -0.38 0.08
C 0.14 0.03 0.14
C -0.10 0.56 0.17
C -0.10 -0.18 -0.19
C -0.58 -0.40 -0.57
C -1.42 -0.45 -1.83
N -1.20 -0.73 1.71
C -0.07 0.76 -0.12
C 0.18 0.03 -0.21
C 0.33 -0.88 0.14
C 0.18 -0.02 -0.18
N -2.06 0.64 1.61
C 1.53 0.41 1.51
C 0.02 0.16 0.10
C 0.06 -0.17 -0.15
C -0.06 0.38 -0.47
C -0.11 -0.03 -0.17
C -0.13 -0.62 0.17
C -0.05 0.37 0.26
C 0.84 1.19 4.92
H 0.05 -0.24 0.13
H -0.21 -0.16 0.10
H 0.06 0.17 0.03
H 0.20 -0.01 0.15
H 0.11 0.04 0.15
H 0.10 0.14 0.20
H -0.18 0.13 0.05
H 0.26 0.05 -0.08
H -0.56 -0.54 -0.05
H 0.03 0.24 -0.08
H -0.07 -0.11 0.03
H -0.03 0.20 -0.05
H 0.04 -0.19 0.03
H 0.09 -0.23 -0.03
H -0.04 0.12 0.08
H -0.14 0.08 0.09
H -0.01 -0.17 -0.07
H -0.15 0.24 -0.03
H -0.15 0.02 -0.20
H -0.15 -0.03 -0.10
H -0.20 -0.09 -0.07
H -0.02 0.02 -0.06
H 0.29 0.13 0.33
H 1.51 1.50 3.89
H 0.61 1.52 0.82

Its charge is +1. As for the spin multiplicity: 5. As for the LUMO energy (alpha / beta): -0.1302 / -0.1281 Eh. For the frontier orbital gap (alpha / beta), the calculation gives 5.63 / 6.43 eV. As for the HOMO energy (alpha / beta): -9.17 / -9.92 eV.

---

(2)
Density functional theory data (wB97M-V/def2-TZVPD) for a 2-piece molecular cluster, C38H39N6O2 overall at a distorted geometry.

Element x y z (Å)
N (-0.43928, 5.03673, -0.21951)
N (-0.00633, 4.05920, 0.19750)
N (0.47341, 2.93548, 0.41321)
C (0.84285, 2.65675, 1.81271)
C (2.32011, 2.31803, 1.82313)
C (3.11860, 2.57550, 2.94392)
C (4.51091, 2.44554, 2.85303)
C (5.09318, 1.95590, 1.68429)
C (4.28951, 1.64526, 0.58039)
C (2.90735, 1.87984, 0.64431)
C (0.52226, 3.84175, 2.71899)
C (1.24642, 5.02403, 2.53323)
C (0.98131, 6.14542, 3.32276)
C (-0.00425, 6.10256, 4.31752)
C (-0.70823, 4.91717, 4.52566)
C (-0.44809, 3.79778, 3.72554)
C (-0.03560, 1.46373, 2.16874)
C (0.10697, 0.76260, 3.52665)
C (-0.63391, -0.57484, 3.30203)
C (-1.12400, -0.47103, 1.85015)
N (-0.05708, 0.34959, 1.24695)
H (2.65495, 2.90508, 3.87954)
H (5.12642, 2.75562, 3.70103)
H (6.17219, 1.82933, 1.62696)
H (4.71959, 1.25288, -0.34213)
H (2.27903, 1.73940, -0.24223)
H (2.05873, 5.07007, 1.79439)
H (1.53208, 7.06426, 3.12589)
H (-0.22294, 6.98391, 4.91866)
H (-1.48163, 4.83822, 5.29078)
H (-1.03541, 2.88983, 3.87822)
H (-1.07185, 1.87734, 2.09237)
H (1.16660, 0.64446, 3.78576)
H (-0.33787, 1.35482, 4.32593)
H (0.08327, -1.40163, 3.38725)
H (-1.44838, -0.71423, 4.01937)
H (-1.28285, -1.41741, 1.35971)
H (-2.08239, 0.08368, 1.79945)
H (-0.25090, 0.72865, 0.31734)
C (0.41280, -0.61404, -7.60383)
O (0.65553, -0.98380, -6.22868)
C (0.31879, -0.16521, -5.21278)
C (0.19811, -0.80629, -3.95282)
C (-0.56437, -0.18608, -2.99987)
C (-1.09077, 1.09083, -3.25506)
C (-0.78916, 1.82784, -4.39438)
C (-0.04391, 1.20297, -5.39470)
N (-1.82731, 1.48042, -2.14928)
C (-2.40998, 2.80402, -2.07321)
C (-1.81410, 0.48819, -1.20240)
C (-0.90301, -0.53802, -1.61686)
C (-0.08915, -1.46557, -0.90260)
C (-0.27682, -2.67169, -0.15266)
C (0.54974, -2.89678, 0.97570)
N (0.22219, -4.07116, 1.57381)
C (0.81134, -4.59833, 2.79084)
C (-0.81010, -4.68971, 0.88629)
C (-1.12760, -3.89291, -0.24958)
C (-1.90119, -4.48797, -1.23743)
C (-2.23849, -5.87766, -1.10083)
O (-2.78743, -6.61569, -2.09940)
C (-2.78423, -6.12693, -3.45836)
C (-1.97185, -6.61015, 0.09337)
C (-1.24979, -5.99634, 1.09788)
H (0.63916, -1.54178, -8.12821)
H (-0.62445, -0.31062, -7.79643)
H (1.09576, 0.18240, -7.92123)
H (0.52731, -1.82589, -3.77921)
H (-1.13338, 2.85687, -4.47470)
H (0.20981, 1.71912, -6.31890)
H (-3.04360, 2.97285, -2.95230)
H (-2.98969, 2.91745, -1.15108)
H (-1.62707, 3.57797, -2.11097)
H (-2.41427, 0.57469, -0.30561)
H (0.97445, -1.40756, -1.26428)
H (1.37148, -2.28785, 1.34936)
H (0.73119, -5.68849, 2.79379)
H (1.86025, -4.29585, 2.85608)
H (0.28756, -4.22941, 3.68391)
H (-2.19435, -3.90551, -2.11879)
H (-3.16964, -6.97130, -4.02893)
H (-3.44868, -5.26178, -3.55917)
H (-1.76914, -5.86944, -3.78639)
H (-2.31092, -7.64137, 0.17095)
H (-0.99579, -6.51571, 2.01946)

Forces on the atoms, in the same order (eV/Å):
N 1.04 -2.46 1.30
N -0.79 1.72 -1.71
N -0.78 1.28 -0.64
C 0.04 -0.48 0.80
C 0.46 0.44 0.06
C 0.27 -0.14 -0.10
C -0.43 -0.07 0.13
C -0.19 -0.04 -0.24
C -0.34 0.17 0.32
C 0.63 -0.42 -0.30
C 0.14 0.15 0.38
C 0.11 0.32 0.36
C -0.18 -0.13 -0.17
C 0.10 -0.25 -0.17
C 0.10 -0.12 -0.28
C -0.18 0.24 -0.14
C -1.11 0.16 0.70
C 0.16 0.38 0.12
C 0.17 0.03 -0.01
C -0.11 0.74 0.04
N 0.20 -0.25 -0.62
H 0.24 0.02 -0.39
H -0.15 -0.28 -0.27
H -0.20 0.04 -0.01
H -0.02 0.18 0.28
H 0.40 -0.04 0.38
H -0.45 -0.04 0.27
H -0.11 -0.20 0.17
H 0.10 -0.21 -0.14
H 0.25 0.15 -0.17
H 0.17 0.70 -0.02
H 0.33 0.13 0.44
H -0.20 -0.16 -0.15
H 0.12 -0.35 -0.02
H -0.30 0.04 0.07
H 0.16 -0.13 -0.18
H -0.01 -0.07 0.09
H 0.09 -0.17 0.24
H -0.03 -0.39 0.50
C 0.42 -0.07 0.48
O 0.31 0.17 -0.34
C -0.67 0.10 0.16
C -0.08 -0.12 -0.89
C 0.66 1.39 0.95
C 0.29 -0.14 -0.14
C 0.13 -0.13 0.09
C -0.16 -0.86 0.41
N -0.24 -1.04 1.11
C -0.22 0.40 0.07
C 0.28 0.15 -1.24
C -0.65 -0.01 -0.52
C 0.59 -1.43 -1.51
C -0.09 0.11 0.60
C 0.19 -1.58 -0.26
N 0.33 1.52 0.04
C 0.06 0.12 0.47
C 0.37 0.25 -0.81
C 0.00 0.15 1.20
C -0.56 -1.12 -0.56
C 0.40 0.94 -0.22
O -0.03 0.35 -0.11
C -0.09 -0.11 0.73
C -0.03 0.81 -0.42
C -0.24 0.02 -0.17
H -0.06 0.28 -0.20
H 0.16 -0.08 0.31
H -0.10 -0.17 0.01
H 0.14 0.10 -0.43
H 0.12 -0.21 -0.21
H -0.21 -0.18 0.21
H -0.08 -0.13 0.31
H 0.13 -0.05 -0.28
H -0.14 -0.37 0.19
H 0.27 0.11 -0.01
H -0.77 0.43 0.67
H -0.39 -0.04 -0.05
H 0.22 0.26 -0.11
H -0.20 -0.13 -0.07
H 0.05 -0.02 -0.28
H 0.15 -0.48 0.26
H 0.06 0.24 -0.08
H 0.09 -0.14 -0.05
H -0.17 -0.05 0.14
H 0.10 0.28 -0.08
H -0.08 -0.02 -0.30

Its charge is +1. As for the LUMO energy: -0.1604 Eh. For the frontier orbital gap, the calculation gives 5.98 eV. As for the HOMO energy: -10.35 eV.

---

Question: Number 1 is which compound?
Answer: C38H39MnN2P

---

Question: What is the charge in the first record?
Answer: +1